No. 1
DFT (ωB97M-V/def2-TZVPD) results for a 2-piece molecular cluster, C5H13O2 overall.

Structure (ORCA input):
```
! wB97M-V def2-TZVPD RIJCOSX def2/J DEFGRID3
* xyz -1 1
C -1.107 0.173 0.763
O -1.011 -1.075 1.273
C 0.340 0.312 0.141
C 0.167 0.428 -1.491
C 0.025 -0.839 -2.210
C 1.228 1.390 -2.014
H -1.990 0.356 0.232
H -1.375 0.835 1.539
H 0.726 -0.761 0.236
H 0.840 1.223 0.596
H -1.005 0.856 -1.680
H 0.980 -1.375 -1.985
H -0.817 -1.324 -1.560
H -0.300 -0.926 -3.204
H 2.122 1.578 -1.283
H 0.695 2.402 -2.318
H 1.782 1.077 -2.840
H -0.548 -0.020 3.360
H -0.176 -0.803 2.268
O 0.404 -0.413 3.166
*
```

Calculated values
- relative energy (zero: lowest compared OMol25 entry of this formula, charge and spin) (kJ/mol) = 316.6
- orbital gap (eV) = 7.0

No. 2
DFT (ωB97M-V/def2-TZVPD) results for a single C3H3NO3 molecule.

Structure (ORCA input):
```
! wB97M-V def2-TZVPD RIJCOSX def2/J DEFGRID3
* xyz 0 1
C -0.977 -0.276 -0.147
C -0.223 -1.070 -0.852
C 1.101 0.464 0.239
H -2.698 0.286 0.736
H -2.854 -0.962 -0.514
H -0.492 -1.470 -1.813
N -2.360 -0.124 -0.079
O 1.057 -0.471 -0.589
O 2.039 1.066 0.596
O -0.202 0.444 0.832
*
```

Calculated values
- relative energy (zero: lowest compared OMol25 entry of this formula, charge and spin) (kJ/mol) = 205.1
- orbital gap (eV) = 9.6
- structure (SMILES) = Nc1coc(=O)o1

No. 3
DFT (ωB97M-V/def2-TZVPD) results for a 2-piece molecular cluster, BH3OS overall.

Structure (ORCA input):
```
! wB97M-V def2-TZVPD RIJCOSX def2/J DEFGRID3
* xyz 0 1
B -0.102 0.483 0.232
O 0.699 -0.458 0.276
S -2.021 0.057 0.203
H 0.085 1.663 0.023
H 3.130 -0.664 -0.251
H -1.791 -1.082 -0.483
*
```

Calculated values
- relative energy (zero: lowest compared OMol25 entry of this formula, charge and spin) (kJ/mol) = 466.4
- orbital gap (alpha / beta) (eV) = 10.7 / 6.8

No. 4
DFT (ωB97M-V/def2-TZVPD) results for C16H14BF5MgN6O as an isolated structure.

Structure (ORCA input):
```
! wB97M-V def2-TZVPD RIJCOSX def2/J DEFGRID3
* xyz 0 1
H -2.414 -1.167 2.297
N -0.606 -1.535 1.247
B 1.366 -2.483 -0.064
N 0.024 -2.625 0.746
C -0.715 -3.701 1.063
Mg 1.056 0.996 -0.084
H -0.420 -4.681 0.723
C -1.828 -3.278 1.784
H -2.623 -3.897 2.148
C -1.731 -1.894 1.887
H 1.870 -3.563 -0.213
C 2.248 2.422 -1.043
H 1.733 3.388 -1.013
H 2.423 2.086 -2.066
H 3.202 2.486 -0.516
N 2.307 -1.537 0.729
N 1.038 -1.842 -1.455
N 1.998 -0.165 0.846
N 0.606 -0.523 -1.565
C 3.454 -1.809 1.372
C 0.994 -2.446 -2.656
H 3.832 -2.824 1.404
H 1.263 -3.484 -2.751
C 3.956 -0.614 1.908
C 0.534 -1.518 -3.592
C 3.024 0.380 1.572
C 0.304 -0.334 -2.864
H 4.860 -0.491 2.466
H 0.371 -1.688 -4.634
H 3.074 1.449 1.761
H -0.054 0.609 -3.261
H -0.333 -0.565 1.095
F -4.912 4.471 -0.349
C -3.889 3.641 -0.073
C -3.910 2.855 1.087
F -4.980 2.897 1.910
C -2.830 2.057 1.391
F -2.824 1.333 2.537
C -1.698 1.983 0.543
O -0.665 1.269 0.866
C -1.746 2.737 -0.657
F -0.721 2.594 -1.547
C -2.798 3.586 -0.949
F -2.749 4.353 -2.057
*
```

Calculated values
- orbital gap (eV) = 7.6

No. 5
DFT (ωB97M-V/def2-TZVPD) results for C27H26Cl2CrNOPS5 as an isolated structure.

Structure (ORCA input):
```
! wB97M-V def2-TZVPD RIJCOSX def2/J DEFGRID3
* xyz 1 4
Cr -0.212 -0.729 0.053
C -2.171 3.346 -0.222
C -2.294 2.402 -1.418
S -2.049 0.623 -1.234
C -3.410 0.101 -0.181
C -3.241 0.452 1.294
S -1.672 -0.142 1.975
C -0.951 1.273 2.855
C -1.222 2.691 2.372
S -0.650 3.124 0.718
H -3.043 3.285 0.428
H -2.165 4.360 -0.623
H -1.579 2.680 -2.193
H -3.285 2.475 -1.872
H -3.458 -0.980 -0.315
H -4.341 0.515 -0.572
H -4.055 0.013 1.871
H -3.267 1.523 1.447
H 0.119 1.067 2.845
H -1.297 1.184 3.886
H -0.686 3.340 3.067
H -2.272 2.964 2.479
Cl 2.889 2.780 1.421
C 3.048 1.078 1.671
C 4.171 0.574 2.376
C 4.313 -0.760 2.596
Cl 5.694 -1.356 3.454
C 3.328 -1.680 2.136
C 3.361 -3.083 2.302
C 2.340 -3.846 1.814
C 1.263 -3.230 1.156
N 1.199 -1.927 0.980
C 2.233 -1.147 1.459
C 2.093 0.235 1.191
O 1.008 0.619 0.506
H 4.917 1.269 2.736
H 4.198 -3.539 2.815
H 2.336 -4.921 1.914
H 0.452 -3.826 0.783
S 1.200 -4.686 -1.904
P -0.669 -4.307 -1.674
S -1.075 -2.220 -1.383
C -1.474 -5.167 -0.303
C -2.205 -4.545 0.702
C -2.781 -5.296 1.720
C -2.636 -6.675 1.729
C -1.911 -7.305 0.724
C -1.327 -6.558 -0.285
C -1.699 -4.644 -3.103
C -1.140 -4.541 -4.375
C -1.935 -4.744 -5.492
C -3.282 -5.046 -5.342
C -3.842 -5.151 -4.076
C -3.053 -4.946 -2.953
H -2.329 -3.469 0.695
H -3.345 -4.805 2.503
H -3.087 -7.261 2.518
H -1.796 -8.381 0.731
H -0.746 -7.051 -1.056
H -0.084 -4.325 -4.480
H -1.502 -4.675 -6.481
H -3.897 -5.209 -6.218
H -4.888 -5.401 -3.963
H -3.489 -5.040 -1.966
*
```

Calculated values
- orbital gap (alpha / beta) (eV) = 6.2 / 7.4

No. 6
DFT (ωB97M-V/def2-TZVPD) results for a 5-piece molecular cluster, C15H25BrIN10O7P overall.

Structure (ORCA input):
```
! wB97M-V def2-TZVPD RIJCOSX def2/J DEFGRID3
* xyz 0 1
C 5.378 0.492 -1.058
C 5.388 0.852 -2.545
N 5.936 0.101 -3.407
C 4.675 2.140 -2.951
C 3.217 2.028 -2.505
C 2.690 2.880 -1.550
I 3.847 4.432 -0.672
C 1.401 2.793 -1.087
C 0.625 1.813 -1.620
C 1.097 0.959 -2.603
C 2.381 1.059 -3.056
Br 2.896 -0.159 -4.416
C -0.024 0.000 -2.963
O 0.072 -1.022 -3.589
N -1.200 0.581 -2.399
P -2.403 -0.614 -2.003
O -3.735 -0.210 -2.484
C -0.801 1.451 -1.342
O -1.564 1.763 -0.461
H 5.310 -0.594 -0.953
H 4.516 0.911 -0.533
H 6.317 0.834 -0.616
H 6.310 -0.697 -2.888
H 4.728 2.292 -4.032
H 5.139 2.986 -2.446
H 1.000 3.468 -0.341
H -2.074 -1.854 -2.576
H -2.379 -0.780 -0.599
C 1.061 1.689 3.235
O 2.160 1.219 3.467
N 0.571 2.780 3.897
N 0.222 1.165 2.289
H -0.331 3.180 3.721
H 1.158 3.191 4.598
H 0.548 0.363 1.783
H -0.686 1.537 2.080
C -4.839 1.429 1.974
O -4.768 2.046 3.022
N -5.705 0.382 1.792
N -4.059 1.724 0.894
H -5.778 -0.138 0.937
H -6.297 0.134 2.567
H -3.413 2.482 0.989
H -4.100 1.228 0.021
C -4.961 -2.228 4.900
O -6.165 -2.267 4.707
N -4.370 -2.829 5.977
N -4.109 -1.581 4.055
H -3.385 -2.808 6.155
H -4.971 -3.313 6.618
H -4.518 -1.130 3.255
H -3.117 -1.532 4.188
C 1.437 -3.885 -2.163
O 1.552 -2.841 -1.544
N 0.794 -3.950 -3.367
N 1.941 -5.071 -1.706
H 0.687 -4.794 -3.896
H 0.416 -3.092 -3.729
H 2.419 -5.056 -0.825
H 1.858 -5.939 -2.200
*
```

Calculated values
- orbital gap (eV) = 8.6
- structure (SMILES) = [H]/N=C(\C)Cc1c(I)cc2c(c1Br)C(=O)N([PH2]=O)C2=O.NC(N)=O.NC(N)=O.NC(N)=O.NC(N)=O